68
Properties=species:S:1:pos:R:3 method="wB97M-V/def2-TZVPD" charge=+3 e_tot_ha=-2032.460677 multiplicity=1 homo_lumo_gap_ev=8.6
Y 0.752 0.371 0.296
C 3.740 0.903 4.010
C 2.742 1.068 2.911
N 2.757 0.399 1.810
N 3.793 -0.479 1.605
C 4.061 -0.941 0.356
N 5.152 -1.678 0.220
S 3.054 -0.641 -0.965
C 1.683 2.107 3.013
C 1.669 3.046 4.028
C 0.699 4.046 4.016
C -0.223 4.074 2.990
C -0.148 3.092 2.012
N 0.771 2.126 2.016
H 4.029 -0.140 4.148
H 3.333 1.231 4.961
H 4.638 1.495 3.807
H 4.518 -0.516 2.310
H 5.791 -1.870 0.977
H 5.395 -2.029 -0.694
H 2.405 3.035 4.817
H 0.683 4.790 4.801
H -0.987 4.835 2.931
H -0.860 3.080 1.196
C 0.710 3.101 -3.865
N 0.283 1.699 -3.871
C -0.115 1.125 -5.165
C 0.221 0.998 -2.775
O 0.511 1.460 -1.626
C -0.229 -0.451 -2.853
O -0.094 -0.963 -1.528
C -0.255 -2.367 -1.406
C -0.042 -2.697 0.062
O 0.353 -1.777 0.838
N -0.278 -3.920 0.465
C -0.096 -4.306 1.867
C -0.747 -4.967 -0.452
H 1.550 3.215 -4.547
H 1.007 3.388 -2.863
H -0.116 3.724 -4.203
H -0.096 1.920 -5.905
H -1.127 0.728 -5.112
H 0.587 0.351 -5.474
H 0.396 -1.019 -3.548
H -1.278 -0.499 -3.171
H 0.491 -2.891 -2.014
H -1.253 -2.668 -1.739
H 0.209 -3.442 2.445
H 0.664 -5.083 1.930
H -1.036 -4.696 2.254
H -1.791 -4.805 -0.720
H -0.667 -5.921 0.059
H -0.129 -5.011 -1.347
N -5.582 0.623 -2.151
C -4.268 0.444 -1.989
O -3.470 0.313 -2.908
C -3.734 0.370 -0.578
C -4.416 -0.060 0.550
C -3.716 -0.197 1.744
C -2.360 0.063 1.762
N -1.693 0.499 0.678
C -2.386 0.668 -0.449
H -5.950 0.670 -3.089
H -6.195 0.852 -1.388
H -5.468 -0.311 0.506
H -4.215 -0.530 2.642
H -1.775 -0.080 2.663
H -1.853 1.049 -1.305

57
Properties=species:S:1:pos:R:3 method="wB97M-V/def2-TZVPD" e_tot_ha=-1083.115953 multiplicity=1 homo_lumo_gap_ev=4.7
C 1.562 2.612 -3.133
C 0.609 1.615 -2.521
O 0.879 1.571 -1.098
C -0.193 1.347 -0.282
C 0.233 1.529 1.128
C -0.725 1.297 2.182
O -1.866 0.863 1.985
C -0.328 1.634 3.630
C 0.906 0.911 4.152
C 2.252 1.597 3.901
C 2.922 1.237 2.561
C 2.684 2.275 1.466
C 1.206 2.654 1.308
O -1.311 1.104 -0.724
H 1.485 2.570 -4.221
H 1.286 3.626 -2.817
H 2.602 2.417 -2.842
H -0.430 1.920 -2.681
H 0.762 0.600 -2.916
H -0.236 2.724 3.746
H -1.178 1.316 4.248
H 0.792 0.838 5.243
H 0.926 -0.120 3.772
H 2.151 2.687 3.995
H 2.940 1.281 4.700
H 4.008 1.159 2.722
H 2.587 0.250 2.205
H 3.220 3.205 1.706
H 3.070 1.912 0.503
H 1.138 3.306 0.423
H 0.888 3.256 2.172
C 1.045 -1.784 0.840
C -0.250 -1.350 0.306
C -1.021 -1.910 -0.735
C -2.464 -1.861 -0.646
C -3.131 -1.520 0.638
C -3.240 -2.082 -1.776
C -2.670 -2.458 -2.997
C -3.517 -2.555 -4.227
C -1.296 -2.714 -3.032
C -0.470 -2.471 -1.941
C 0.997 -2.726 -2.078
H 1.069 -1.568 1.919
H 1.210 -2.869 0.718
H 1.892 -1.245 0.381
H -0.793 -0.659 0.929
H -4.212 -1.483 0.492
H -2.905 -2.252 1.423
H -2.814 -0.531 0.988
H -4.324 -1.942 -1.700
H -2.900 -2.782 -5.100
H -4.271 -3.345 -4.132
H -4.060 -1.622 -4.429
H -0.850 -3.075 -3.957
H 1.209 -2.988 -3.121
H 1.593 -1.839 -1.829
H 1.330 -3.561 -1.446

70
Properties=species:S:1:pos:R:3 method="wB97M-V/def2-TZVPD" charge=+2 e_tot_ha=-1661.374095 s_squared=0.77 multiplicity=2 homo_lumo_gap_ev="6.5 / 6.9"
W 0.282 -0.061 0.219
C -1.311 0.106 4.025
C -1.675 -0.889 2.972
C -2.518 -1.970 3.182
C -2.711 -2.536 1.936
N -2.038 -1.814 1.038
N -1.350 -0.802 1.657
B -2.043 -2.095 -0.502
N -2.127 -0.711 -1.275
C -3.019 -0.280 -2.151
C -2.741 1.048 -2.486
C -1.623 1.392 -1.768
C -0.936 2.707 -1.700
N -1.216 0.293 -1.045
N -0.681 -2.715 -0.850
C -0.327 -3.884 -1.384
C 1.048 -4.015 -1.296
C 1.502 -2.863 -0.684
C 2.905 -2.589 -0.280
N 0.444 -2.042 -0.429
N -3.235 -2.916 -0.867
C -4.537 -2.575 -0.615
C -5.321 -3.650 -0.911
C -4.412 -4.664 -1.305
C -4.720 -6.064 -1.712
N -3.173 -4.220 -1.262
H -1.820 -0.166 4.947
H -1.644 1.107 3.747
H -0.250 0.142 4.254
H -2.948 -2.279 4.118
H -3.309 -3.380 1.636
H -3.812 -0.929 -2.485
H -3.299 1.675 -3.158
H -1.677 3.503 -1.745
H -0.258 2.839 -2.542
H -0.363 2.821 -0.778
H -1.090 -4.546 -1.756
H 1.640 -4.855 -1.613
H 3.251 -3.405 0.356
H 3.022 -1.662 0.272
H 3.556 -2.564 -1.153
H -4.797 -1.592 -0.254
H -6.393 -3.721 -0.849
H -5.748 -6.146 -2.059
H -4.595 -6.746 -0.871
H -4.056 -6.386 -2.511
N 3.036 0.494 4.070
N 2.030 1.091 3.353
N 1.755 2.365 3.444
C 0.817 2.526 2.516
N 0.540 1.366 1.925
N 1.332 0.449 2.472
H 3.337 1.151 4.783
H 2.706 -0.382 4.460
H 0.348 3.469 2.293
C 2.762 2.521 -1.597
C 2.673 0.988 -1.704
C 4.104 0.437 -1.776
C 1.898 0.561 -2.949
C 1.989 0.511 -0.441
H 3.280 2.907 -2.476
H 3.332 2.828 -0.718
H 1.778 2.985 -1.551
H 4.617 0.876 -2.632
H 4.119 -0.642 -1.906
H 4.675 0.690 -0.880
H 2.393 0.929 -3.848
H 0.880 0.950 -2.947
H 1.843 -0.528 -3.020
H 2.700 0.532 0.406

65
Properties=species:S:1:pos:R:3 method="wB97M-V/def2-TZVPD" e_tot_ha=-3308.442883 s_squared=2.00 multiplicity=3 homo_lumo_gap_ev="6.2 / 6.2"
O -2.782 -2.093 -1.705
C -1.778 -2.504 -2.251
C -0.952 -3.645 -1.706
C -0.723 -4.065 -0.363
H -0.702 -3.304 0.414
C -0.589 -5.421 -0.051
H -0.520 -5.740 1.001
C -0.617 -6.377 -1.091
H -0.547 -7.445 -0.843
C -0.711 -5.968 -2.442
H -0.746 -6.714 -3.261
C -0.817 -4.601 -2.727
H -0.930 -4.241 -3.755
H -1.082 -2.106 -3.068
C 0.620 -0.337 -3.352
C 0.986 -0.887 -1.988
H 1.040 -0.942 -4.208
H 1.067 0.686 -3.378
H -0.458 -0.219 -3.622
C 1.754 -1.947 -1.800
C 3.014 -2.041 -2.571
H 1.579 -2.839 -1.208
H 3.086 -2.961 -3.146
H 3.844 -1.982 -1.868
H 3.069 -1.190 -3.248
Tm 1.302 0.437 -0.359
Cl 1.273 -1.611 1.175
Cl 3.370 1.441 -1.379
C 2.102 1.668 1.889
O 1.042 1.884 1.186
N 2.593 2.657 2.586
C 1.904 3.941 2.473
C 3.881 2.580 3.223
H 2.602 0.677 1.925
H 0.968 3.802 1.934
H 2.552 4.653 1.936
H 1.722 4.300 3.495
H 4.208 1.543 3.169
H 3.776 2.899 4.265
H 4.599 3.233 2.707
H -1.747 4.620 -2.483
H -4.165 3.482 -2.765
C -1.398 3.694 -2.966
C -3.615 2.592 -3.103
N -2.246 2.564 -2.572
H -0.374 3.469 -2.667
C -1.772 1.566 -1.820
O -0.577 1.453 -1.418
H -4.153 1.699 -2.781
H -2.522 0.798 -1.559
H -1.463 3.849 -4.054
H -3.615 2.630 -4.203
N -4.987 0.906 3.897
C -3.908 0.667 3.108
C -4.083 0.146 1.803
C -2.947 -0.067 1.017
N -1.707 0.230 1.411
C -1.532 0.673 2.660
C -2.584 0.931 3.542
H -5.918 0.718 3.586
H -4.877 1.281 4.840
H -5.071 -0.074 1.417
H -3.081 -0.520 0.031
H -0.503 0.825 2.992
H -2.402 1.331 4.534

What did the second record say?
57
Properties=species:S:1:pos:R:3 method="wB97M-V/def2-TZVPD" e_tot_ha=-1083.115953 multiplicity=1 homo_lumo_gap_ev=4.7
C 1.562 2.612 -3.133
C 0.609 1.615 -2.521
O 0.879 1.571 -1.098
C -0.193 1.347 -0.282
C 0.233 1.529 1.128
C -0.725 1.297 2.182
O -1.866 0.863 1.985
C -0.328 1.634 3.630
C 0.906 0.911 4.152
C 2.252 1.597 3.901
C 2.922 1.237 2.561
C 2.684 2.275 1.466
C 1.206 2.654 1.308
O -1.311 1.104 -0.724
H 1.485 2.570 -4.221
H 1.286 3.626 -2.817
H 2.602 2.417 -2.842
H -0.430 1.920 -2.681
H 0.762 0.600 -2.916
H -0.236 2.724 3.746
H -1.178 1.316 4.248
H 0.792 0.838 5.243
H 0.926 -0.120 3.772
H 2.151 2.687 3.995
H 2.940 1.281 4.700
H 4.008 1.159 2.722
H 2.587 0.250 2.205
H 3.220 3.205 1.706
H 3.070 1.912 0.503
H 1.138 3.306 0.423
H 0.888 3.256 2.172
C 1.045 -1.784 0.840
C -0.250 -1.350 0.306
C -1.021 -1.910 -0.735
C -2.464 -1.861 -0.646
C -3.131 -1.520 0.638
C -3.240 -2.082 -1.776
C -2.670 -2.458 -2.997
C -3.517 -2.555 -4.227
C -1.296 -2.714 -3.032
C -0.470 -2.471 -1.941
C 0.997 -2.726 -2.078
H 1.069 -1.568 1.919
H 1.210 -2.869 0.718
H 1.892 -1.245 0.381
H -0.793 -0.659 0.929
H -4.212 -1.483 0.492
H -2.905 -2.252 1.423
H -2.814 -0.531 0.988
H -4.324 -1.942 -1.700
H -2.900 -2.782 -5.100
H -4.271 -3.345 -4.132
H -4.060 -1.622 -4.429
H -0.850 -3.075 -3.957
H 1.209 -2.988 -3.121
H 1.593 -1.839 -1.829
H 1.330 -3.561 -1.446